Entry 1:
Density functional theory data (ωB97M-V/def2-TZVPD) for a 6-piece molecular cluster, C47H53BrFIN2O15 overall at a distorted geometry.

The calculation puts the gap between HOMO and LUMO at 0.251 Ha. The value obtained for the energy above the lowest of the compared OMol25 structures with the same formula, charge and spin is 477.64 kcal/mol. Its LUMO energy is -0.0655 hartree. The SMILES is CCCCNc1c(CCF)c(I)c2c(c1OC#N)C(=O)C(CC(=O)Br)=C(CC(=O)c1ccccc1)C2=O.O=C1CCCO1.O=C1CCCO1.O=C1CCCO1.O=C1CCCO1.O=C1CCCO1.

Structure (ORCA input):
```
! RIJCOSX wB97M-V def2-TZVPD def2/J DEFGRID3
* xyz 0 1
C 8.2500 2.7064 0.1058
C 7.5924 3.5947 -1.1309
C 6.0757 4.0548 -0.6177
C 5.0891 2.7529 -0.9278
N 3.8326 2.7465 -0.0830
C 2.6486 2.1855 -0.8662
C 2.5232 0.5768 -1.2882
C 3.7642 -0.3944 -0.8084
C 3.7143 -0.3864 0.8631
F 3.8072 -1.7709 1.3825
C 1.2074 -0.0318 -2.1222
I 1.0570 -2.1865 -2.6769
C 0.0213 1.0784 -2.4841
C 0.1487 2.6880 -2.0475
C 1.4537 3.2780 -1.2387
O 1.5164 4.7051 -0.8465
C 2.0933 5.4365 -1.9859
N 2.5353 6.2576 -2.8897
C -1.1586 3.6503 -2.4504
O -1.0292 4.9461 -2.7984
C -2.6330 2.8660 -2.3558
C -3.9196 3.7106 -1.7896
C -3.7907 3.8183 -0.1258
O -2.6082 3.7088 0.4882
Br -5.4450 4.0707 1.0411
C -2.7516 1.4052 -2.7460
C -4.1283 0.5206 -2.6510
C -5.1986 0.7631 -3.8688
O -5.0319 0.3756 -5.1492
C -6.6294 1.5147 -3.4382
C -6.8389 3.0269 -4.0913
C -8.2178 3.8170 -3.6451
C -9.2660 3.1055 -2.6021
C -9.0717 1.5734 -1.9655
C -7.6800 0.7753 -2.4133
C -1.3777 0.6088 -3.2713
O -1.4192 -0.2866 -4.2609
H 9.3881 2.5465 -0.1566
H 8.0574 3.1896 1.1540
H 7.7621 1.6261 0.1173
H 7.4144 2.8675 -2.0315
H 8.2391 4.5420 -1.3939
H 5.6321 4.9422 -1.2678
H 6.1043 4.3407 0.5332
H 5.7152 1.8035 -0.6406
H 4.7780 2.6582 -2.0539
H 3.6175 3.6862 0.3249
H 4.8111 -0.0893 -1.2334
H 3.6127 -1.5387 -1.1025
H 4.5099 0.3594 1.2945
H 2.6426 0.0278 1.1720
H -4.9636 3.2165 -1.9854
H -3.8592 4.8027 -2.2665
H -4.6518 0.8256 -1.6252
H -3.8083 -0.6173 -2.5836
H -6.0198 3.4602 -4.8116
H -8.3654 4.8987 -4.1086
H -10.2286 3.6745 -2.2548
H -9.8696 1.1155 -1.2116
H -7.5362 -0.2969 -1.9528
O -1.2892 -4.5724 1.9600
C -0.2396 -4.1482 2.4146
O 0.2793 -2.9170 2.1336
C 1.5628 -2.7990 2.7453
C 1.5658 -3.8101 3.8618
C 0.6863 -4.9067 3.3166
H 2.3294 -3.0091 1.9921
H 1.7016 -1.7798 3.1175
H 2.5692 -4.1484 4.1336
H 1.1010 -3.3770 4.7558
H 1.2550 -5.6265 2.7214
H 0.1349 -5.4120 4.1129
O -7.0787 -1.3341 -0.2192
C -6.2626 -2.2054 -0.4702
O -5.6123 -2.3301 -1.6642
C -4.8196 -3.5163 -1.6441
C -4.5951 -3.8200 -0.1859
C -5.8621 -3.3137 0.4558
H -5.3705 -4.3132 -2.1546
H -3.8789 -3.3402 -2.1737
H -4.3987 -4.8777 0.0083
H -3.7395 -3.2431 0.1857
H -6.6471 -4.0750 0.4627
H -5.6782 -2.9374 1.4647
O 6.0940 1.4312 2.5073
C 6.8805 1.7760 3.3737
O 8.2348 1.8280 3.2076
C 8.8466 2.1651 4.4517
C 7.7688 2.8471 5.2531
C 6.5160 2.1565 4.7768
H 9.1993 1.2445 4.9283
H 9.7023 2.8233 4.2754
H 7.9245 2.7753 6.3328
H 7.7256 3.9104 4.9873
H 6.3082 1.2491 5.3507
H 5.6561 2.8301 4.7918
O -3.4816 -6.9199 -2.5107
C -2.3850 -6.9315 -3.0452
O -1.7897 -8.0488 -3.5566
C -0.4757 -7.7167 -4.0026
C -0.4989 -6.2287 -4.2356
C -1.4794 -5.7470 -3.1963
H 0.2402 -8.0047 -3.2256
H -0.2464 -8.2695 -4.9184
H 0.4877 -5.7648 -4.1546
H -0.8917 -6.0161 -5.2373
H -0.9913 -5.5458 -2.2386
H -2.0316 -4.8700 -3.5417
O 1.0867 0.5795 3.7582
C -0.0640 0.3997 4.1214
O -0.5349 -0.7750 4.6336
C -1.9411 -0.6625 4.8471
C -2.2108 0.8159 4.9498
C -1.1710 1.4059 4.0309
H -2.4610 -1.1220 3.9999
H -2.2187 -1.1924 5.7630
H -3.2356 1.0863 4.6817
H -2.0287 1.1559 5.9766
H -1.5237 1.4573 2.9971
H -0.8406 2.3879 4.3771
*
```

Mulliken population analysis, charges in e, atoms 1 to 4:
1. C -0.528
2. C -0.584
3. C -0.429
4. C 0.007

---

Entry 2:
Density functional theory data (ωB97M-V/def2-TZVPD) for C47H54N7O5ScSe as an isolated structure at a distorted geometry.

The calculation puts the gap between HOMO and LUMO (alpha / beta) at 0.207 / 0.207 Ha. The value obtained for the energy above the lowest of the compared OMol25 structures with the same formula, charge and spin is 0.00 kcal/mol. Its LUMO energy (alpha / beta) is -0.0715 / -0.0712 hartree.

Structure (ORCA input):
```
! RIJCOSX wB97M-V def2-TZVPD def2/J DEFGRID3
* xyz 0 1
Sc 0.3539 -0.8794 1.9541
O 2.2326 -4.7259 1.8704
C 1.9436 -3.5716 1.9713
N 0.8212 -2.9685 2.4840
C -0.2042 -3.7320 2.9883
O -0.4621 -4.9267 2.8131
C -0.9557 -2.8752 3.9688
C -1.6092 -3.4506 5.0499
C -1.9879 -2.5664 6.0433
C -1.7039 -1.1579 5.8886
C -1.1627 -0.7138 4.7006
N -0.8058 -1.6031 3.7713
C 2.9561 -2.5409 1.5021
C 4.2823 -2.9211 1.4343
C 5.2175 -1.9798 1.0596
C 4.8467 -0.6430 0.8106
C 3.5287 -0.3381 0.9730
N 2.6120 -1.2699 1.3445
H -1.7837 -4.5528 5.0759
H -2.4796 -2.9289 6.9312
H -1.8781 -0.3777 6.6359
H -0.8809 0.2959 4.4325
H 4.5330 -3.9681 1.6382
H 6.2654 -2.2515 1.0874
H 5.5424 0.1200 0.6087
H 3.1434 0.6346 0.7900
C 1.8989 1.5653 -5.3616
C 0.5681 0.7973 -5.0330
C 0.1948 -0.2319 -6.1133
C -0.5951 1.8231 -4.9326
C 0.7906 0.0783 -3.6915
C 0.5822 0.6952 -2.4911
C 0.6276 -0.0520 -1.2525
N 0.4405 0.3663 -0.0169
C 0.1568 1.6305 0.2653
C 0.6340 2.8156 -0.4032
C 0.1565 4.0663 -0.1170
C -0.9239 4.1271 0.8086
C -1.3907 3.0558 1.5370
C -0.6681 1.8014 1.4281
O -0.8813 0.7878 2.1667
C -2.6837 3.2847 2.3110
C -2.5074 4.5213 3.2201
C -3.1193 2.1535 3.2899
C -3.8081 3.4881 1.3004
C 0.8991 5.3709 -0.4888
C -0.0478 6.5097 -0.9504
C 1.9854 5.1114 -1.5222
C 1.5106 5.7480 0.8601
C 0.8732 -1.4947 -1.3035
O 0.7395 -2.1727 -0.2980
C 1.2040 -2.1416 -2.6091
C 1.1734 -1.3265 -3.6822
C 1.4855 -3.6735 -2.6453
C 2.7354 -3.9143 -1.7216
C 1.8600 -4.0735 -4.0778
C 0.2974 -4.5707 -2.2095
H 1.9952 1.9405 -6.3872
H 2.7621 0.9170 -5.2416
H 1.9403 2.4001 -4.6430
H -0.0880 0.3106 -7.0863
H -0.6965 -0.7845 -5.8453
H 0.9596 -0.9822 -6.3197
H -0.6604 2.2121 -5.9612
H -0.3528 2.6107 -4.2412
H -1.5124 1.3278 -4.5883
H 0.1458 1.7183 -2.4694
H 1.4984 2.6835 -1.0928
H -1.4453 5.0682 0.8722
H -1.5976 4.3974 3.8432
H -3.3633 4.7125 3.8617
H -2.2794 5.4366 2.6519
H -2.2463 1.9122 4.0311
H -3.4143 1.1689 2.7944
H -3.9516 2.4040 3.9128
H -3.5859 4.2948 0.5978
H -4.7474 3.6702 1.7618
H -3.9508 2.6027 0.6995
H -0.7276 6.0782 -1.6389
H 0.4999 7.3299 -1.4115
H -0.5356 6.9251 -0.0912
H 1.5872 4.6648 -2.4386
H 2.7930 4.5726 -1.0144
H 2.4348 6.0901 -1.8471
H 0.7757 6.0012 1.5625
H 2.2167 6.6299 0.7335
H 2.1125 4.8770 1.1621
H 1.3296 -1.7305 -4.6596
H 3.6054 -3.3794 -2.0911
H 2.9076 -4.9516 -1.7306
H 2.5632 -3.5968 -0.7134
H 2.6298 -3.3997 -4.4539
H 0.9864 -4.1349 -4.7376
H 2.2526 -5.0660 -4.0446
H 0.0613 -4.4730 -1.1586
H 0.4892 -5.6143 -2.4022
H -0.5624 -4.2781 -2.8336
Se 2.0884 0.5209 3.6060
C 1.0846 1.8227 4.4542
N 0.3833 2.5515 4.9938
N -2.0580 -5.6827 0.5331
C -2.9968 -4.9704 -0.0760
O -3.9002 -5.4437 -0.7046
C -2.9511 -3.4364 0.1270
C -4.0984 -2.6747 0.0525
C -3.9832 -1.3374 0.3078
C -2.7525 -0.7955 0.6821
N -1.6663 -1.5207 0.8171
C -1.7821 -2.8518 0.5003
H -2.0472 -6.6695 0.4699
H -1.3602 -5.3369 1.1549
H -5.0114 -3.2328 -0.0852
H -4.8365 -0.6457 0.2209
H -2.6500 0.2438 0.9235
H -0.8438 -3.3605 0.5872
*
```

Mulliken population analysis, charges in e, atoms 1 to 4:
1. Sc -1.052
2. O -0.642
3. C 0.274
4. N 0.227